<a>
Computed, not measured: a cluster of 2 separate species, C6H15N5 in total, with ωB97M-V/def2-TZVPD.

Structure (XYZ):
```
26
C6H15N5 | OMol25 | ωB97M-V/def2-TZVPD
C 3.505 -0.026 -0.602
C 1.359 1.688 0.963
C -1.855 1.122 0.225
C -0.924 -0.011 -1.674
C -1.916 -1.272 -0.008
C 0.180 -0.385 0.453
N 1.733 -1.891 0.420
N 0.534 -1.668 0.418
N 2.403 -0.027 -0.132
N 1.242 0.556 0.112
N -1.093 -0.071 -0.248
H 4.460 -0.426 -0.748
H 1.639 1.563 1.997
H 2.122 2.493 0.691
H 0.338 2.051 0.845
H -1.981 1.012 1.373
H -1.291 2.023 -0.213
H -2.895 1.084 -0.213
H -1.627 -0.727 -2.048
H -1.211 0.902 -2.177
H 0.047 -0.285 -2.116
H -2.924 -1.201 -0.309
H -1.611 -2.173 -0.404
H -2.031 -1.349 1.053
H -0.265 -0.099 2.055
H 2.060 -2.885 0.287
```

Calculated values
- 2S+1: 1
- HOMO level: -17.6 eV
- Gap between HOMO and LUMO: 8.3576 eV
- E_LUMO: -9.205 eV
- Total charge: +2

What are the natural (NBO) partial charges on each atom? They are as follows, in elementary charge units: number 1, C, carries 0.381; number 2, C, carries -0.439; number 3, C, carries -0.425; number 4, C, carries -0.461; number 5, C, carries -0.428; number 6, C, carries 0.335; number 7, N, carries -0.231; number 8, N, carries -0.173; number 9, N, carries -0.066; number 10, N, carries -0.272; number 11, N, carries -0.273; number 12, H, carries 0.294; number 13, H, carries 0.244; number 14, H, carries 0.276; number 15, H, carries 0.226; number 16, H, carries 0.261; number 17, H, carries 0.251; number 18, H, carries 0.280; number 19, H, carries 0.253; number 20, H, carries 0.269; number 21, H, carries 0.251; number 22, H, carries 0.259; number 23, H, carries 0.261; number 24, H, carries 0.234; number 25, H, carries 0.281; number 26, H, carries 0.410

---

<b>
Computed, not measured: a structure of composition C6H15N5, with ωB97M-V/def2-TZVPD.

Structure (XYZ):
```
26
C6H15N5 | OMol25 | ωB97M-V/def2-TZVPD
C -3.460 -0.096 -1.160
C -1.623 -1.940 0.856
C 1.322 -1.103 -0.100
C 0.523 0.731 -1.523
C 1.755 1.323 0.467
C -0.575 0.409 0.844
N -2.104 2.125 0.479
N -0.954 1.750 0.791
N -2.557 -0.189 -0.419
N -1.516 -0.534 0.325
N 0.959 0.346 -0.174
H -4.394 -0.026 -1.711
H -1.621 -2.808 0.094
H -0.728 -2.174 1.334
H -2.567 -2.015 1.428
H 0.949 -1.518 0.769
H 0.750 -1.639 -0.981
H 2.341 -1.188 -0.286
H 0.099 1.793 -1.506
H 1.476 0.476 -2.139
H -0.399 0.016 -1.809
H 2.564 1.748 -0.253
H 1.048 2.208 0.863
H 2.204 0.963 1.394
H -0.040 0.239 1.803
H -2.151 3.193 0.301
```

Calculated values
- 2S+1: 1
- HOMO level: -17.5 eV
- Gap between HOMO and LUMO: 8.8910 eV
- E_LUMO: -8.576 eV
- Total charge: +2

What are the natural (NBO) partial charges on each atom? They are as follows, in elementary charge units: number 1, C, carries 0.425; number 2, C, carries -0.420; number 3, C, carries -0.402; number 4, C, carries -0.441; number 5, C, carries -0.502; number 6, C, carries 0.262; number 7, N, carries -0.246; number 8, N, carries -0.185; number 9, N, carries -0.044; number 10, N, carries -0.260; number 11, N, carries -0.214; number 12, H, carries 0.334; number 13, H, carries 0.262; number 14, H, carries 0.235; number 15, H, carries 0.256; number 16, H, carries 0.210; number 17, H, carries 0.235; number 18, H, carries 0.260; number 19, H, carries 0.256; number 20, H, carries 0.277; number 21, H, carries 0.213; number 22, H, carries 0.276; number 23, H, carries 0.283; number 24, H, carries 0.251; number 25, H, carries 0.286; number 26, H, carries 0.393

---

What should be chosen as the least stable of them? Choose <a>.

---

<a>
Computed, not measured: the molecule C6H9BrS, with ωB97M-V/def2-TZVPD.

Structure (XYZ):
```
17
C6H9BrS | OMol25 | ωB97M-V/def2-TZVPD
C -0.579 1.545 -1.118
C -0.322 2.520 -0.268
C 0.295 0.337 -1.299
C 0.946 -0.264 -0.073
C -0.451 -2.174 0.959
C 0.085 -0.690 1.032
S 1.087 2.439 0.746
Br 2.673 -0.858 -0.133
H -1.602 1.682 -1.693
H -0.930 3.406 -0.045
H -0.333 -0.357 -1.781
H 0.949 0.425 -2.153
H -0.234 -2.654 1.874
H 0.029 -2.605 0.100
H -1.564 -2.179 0.849
H 0.572 -0.671 1.923
H -0.621 0.100 1.080
```

Calculated values
- 2S+1: 1
- HOMO level (spin up / spin down): -7.9 / -7.8 eV
- Gap between HOMO and LUMO (spin up / spin down): 7.2482 / 6.2960 eV
- E_LUMO (spin up / spin down): -0.691 / -1.468 eV

What are the natural (NBO) partial charges on each atom? They are as follows, in elementary charge units: number 1, C, carries -0.262; number 2, C, carries -0.366; number 3, C, carries -0.573; number 4, C, carries 0.126; number 5, C, carries -0.595; number 6, C, carries -0.542; number 7, S, carries -0.030; number 8, Br, carries 0.182; number 9, H, carries 0.216; number 10, H, carries 0.237; number 11, H, carries 0.240; number 12, H, carries 0.242; number 13, H, carries 0.218; number 14, H, carries 0.209; number 15, H, carries 0.218; number 16, H, carries 0.230; number 17, H, carries 0.248

---

<b>
Computed, not measured: the molecule C6H9BrS, with ωB97M-V/def2-TZVPD.

Structure (XYZ):
```
17
C6H9BrS | OMol25 | ωB97M-V/def2-TZVPD
C 0.223 1.845 -1.513
C 0.831 2.671 -0.692
C -0.244 0.513 -1.036
C 0.413 -0.093 0.094
C -0.645 -2.260 0.957
C -0.115 -0.898 1.296
S 1.192 2.215 0.949
Br 2.029 -0.740 -0.461
H -0.114 1.934 -2.493
H 0.996 3.670 -0.948
H -1.387 0.818 -0.741
H -0.462 -0.256 -1.888
H -1.454 -2.603 1.649
H 0.222 -3.030 1.061
H -1.014 -2.539 -0.009
H 0.583 -0.865 2.124
H -1.056 -0.382 1.651
```

Calculated values
- 2S+1: 1
- HOMO level (spin up / spin down): -7.8 / -7.8 eV
- Gap between HOMO and LUMO (spin up / spin down): 7.0104 / 7.0129 eV
- E_LUMO (spin up / spin down): -0.833 / -0.831 eV

What are the natural (NBO) partial charges on each atom? They are as follows, in elementary charge units: number 1, C, carries -0.249; number 2, C, carries -0.350; number 3, C, carries -0.578; number 4, C, carries 0.103; number 5, C, carries -0.627; number 6, C, carries -0.500; number 7, S, carries 0.005; number 8, Br, carries 0.127; number 9, H, carries 0.213; number 10, H, carries 0.228; number 11, H, carries 0.231; number 12, H, carries 0.255; number 13, H, carries 0.226; number 14, H, carries 0.213; number 15, H, carries 0.226; number 16, H, carries 0.246; number 17, H, carries 0.228

---

What should be chosen as the least stable of them? Choose <a>.

---

<a>
Computed, not measured: the molecule C6H10O, with ωB97M-V/def2-TZVPD.

Structure (XYZ):
```
17
C6H10O | OMol25 | ωB97M-V/def2-TZVPD
C -0.287 0.425 -1.725
C -0.884 0.103 -0.360
C -0.790 -1.303 0.179
C 0.365 -0.861 1.166
O 1.691 -0.606 0.692
C 1.470 0.816 0.681
C -0.051 0.621 0.890
H -0.631 1.421 -2.035
H -0.656 -0.297 -2.460
H 0.804 0.420 -1.768
H -1.973 0.113 -0.558
H -1.610 -1.498 0.883
H -1.127 -1.919 -0.694
H 0.393 -1.279 2.185
H 1.846 1.284 -0.235
H 1.980 1.294 1.536
H -0.541 1.265 1.622
```

Calculated values
- 2S+1: 1
- HOMO level: -9.5 eV
- Gap between HOMO and LUMO: 10.5684 eV
- E_LUMO: 1.067 eV

What are the natural (NBO) partial charges on each atom? They are as follows, in elementary charge units: number 1, C, carries -0.611; number 2, C, carries -0.227; number 3, C, carries -0.442; number 4, C, carries 0.127; number 5, O, carries -0.537; number 6, C, carries -0.062; number 7, C, carries -0.263; number 8, H, carries 0.210; number 9, H, carries 0.208; number 10, H, carries 0.207; number 11, H, carries 0.213; number 12, H, carries 0.202; number 13, H, carries 0.219; number 14, H, carries 0.183; number 15, H, carries 0.179; number 16, H, carries 0.176; number 17, H, carries 0.218

---

<b>
Computed, not measured: the molecule C6H10O, with ωB97M-V/def2-TZVPD.

Structure (XYZ):
```
17
C6H10O | OMol25 | ωB97M-V/def2-TZVPD
C 2.142 0.189 0.336
C 0.701 -0.166 0.132
C 0.048 -1.267 0.514
C -1.402 -1.222 0.081
C -1.614 0.286 -0.118
C -0.252 0.700 -0.686
O 0.006 2.084 -0.768
H 2.250 1.059 0.998
H 2.617 0.453 -0.616
H 2.703 -0.636 0.788
H 0.495 -2.127 1.006
H -2.104 -1.694 0.776
H -1.514 -1.734 -0.890
H -2.456 0.549 -0.762
H -1.752 0.777 0.855
H -0.193 0.353 -1.730
H 0.326 2.395 0.084
```

Calculated values
- 2S+1: 1
- HOMO level: -9.0 eV
- Gap between HOMO and LUMO: 9.9758 eV
- E_LUMO: 0.981 eV

What are the natural (NBO) partial charges on each atom? They are as follows, in elementary charge units: number 1, C, carries -0.642; number 2, C, carries -0.017; number 3, C, carries -0.191; number 4, C, carries -0.435; number 5, C, carries -0.402; number 6, C, carries 0.066; number 7, O, carries -0.707; number 8, H, carries 0.213; number 9, H, carries 0.224; number 10, H, carries 0.222; number 11, H, carries 0.207; number 12, H, carries 0.214; number 13, H, carries 0.203; number 14, H, carries 0.212; number 15, H, carries 0.199; number 16, H, carries 0.171; number 17, H, carries 0.463

---

What should be chosen as the least stable of them? Choose <a>.

---

<a>
Computed, not measured: a structure of composition C6H10O, with ωB97M-V/def2-TZVPD.

Structure (XYZ):
```
17
C6H10O | OMol25 | ωB97M-V/def2-TZVPD
C 2.137 0.254 0.445
C 0.667 0.020 0.311
C -0.020 -1.210 0.649
C -1.333 -1.114 0.330
C -1.642 0.335 0.038
C -0.262 0.875 -0.200
O -0.099 2.160 -0.604
H 2.412 0.844 1.324
H 2.560 0.778 -0.414
H 2.716 -0.668 0.523
H 0.500 -2.099 0.996
H -2.089 -1.880 0.431
H -1.139 -1.283 -1.527
H -2.371 0.547 -0.747
H -2.013 0.786 0.974
H -0.870 -0.716 -1.986
H 0.844 2.372 -0.545
```

Calculated values
- 2S+1: 1
- HOMO level: -7.8 eV
- Gap between HOMO and LUMO: 8.5320 eV
- E_LUMO: 0.781 eV

What are the natural (NBO) partial charges on each atom? They are as follows, in elementary charge units: number 1, C, carries -0.641; number 2, C, carries -0.170; number 3, C, carries -0.198; number 4, C, carries -0.228; number 5, C, carries -0.504; number 6, C, carries 0.352; number 7, O, carries -0.664; number 8, H, carries 0.216; number 9, H, carries 0.210; number 10, H, carries 0.227; number 11, H, carries 0.213; number 12, H, carries 0.224; number 13, H, carries 0.016; number 14, H, carries 0.239; number 15, H, carries 0.257; number 16, H, carries -0.028; number 17, H, carries 0.481

---

<b>
Computed, not measured: the molecule C6H10O, with ωB97M-V/def2-TZVPD.

Structure (XYZ):
```
17
C6H10O | OMol25 | ωB97M-V/def2-TZVPD
C -0.760 1.617 1.290
C 0.037 1.241 0.070
O 1.307 0.582 0.306
C 1.116 -0.253 -0.860
C 0.861 -1.706 -0.511
C -0.547 -1.318 -0.018
C -0.403 0.043 -0.777
H -1.048 0.727 1.854
H -0.198 2.288 1.945
H -1.670 2.135 0.963
H 0.249 2.152 -0.523
H 1.819 0.018 -1.658
H 1.544 -2.188 0.185
H 0.799 -2.278 -1.445
H -1.347 -1.984 -0.366
H -0.647 -1.202 1.059
H -1.175 0.028 -1.530
```

Calculated values
- 2S+1: 1
- HOMO level: -9.5 eV
- Gap between HOMO and LUMO: 10.6919 eV
- E_LUMO: 1.157 eV

What are the natural (NBO) partial charges on each atom? They are as follows, in elementary charge units: number 1, C, carries -0.632; number 2, C, carries 0.113; number 3, O, carries -0.540; number 4, C, carries 0.101; number 5, C, carries -0.417; number 6, C, carries -0.402; number 7, C, carries -0.266; number 8, H, carries 0.208; number 9, H, carries 0.221; number 10, H, carries 0.215; number 11, H, carries 0.170; number 12, H, carries 0.182; number 13, H, carries 0.212; number 14, H, carries 0.205; number 15, H, carries 0.205; number 16, H, carries 0.208; number 17, H, carries 0.215

---

What should be chosen as the least stable of them? Choose <a>.